# 1
Entry from the Open Molecules 2025 dataset: a cluster of 2 separate species, C7H19NO2 in total at a distorted geometry (the ωB97M-V functional and the def2-TZVPD basis).

```
29
Properties=species:S:1:pos:R:3
C 2.129 2.012 -0.650
C 0.990 1.043 -0.349
C 1.448 -0.412 -0.172
C 2.167 -0.958 -1.402
N 2.303 -0.508 0.976
O 0.278 -1.265 -0.014
H 1.764 3.038 -0.616
H 2.541 1.837 -1.642
H 2.926 1.897 0.081
H 0.494 1.352 0.576
H 0.241 1.069 -1.143
H 1.561 -0.798 -2.291
H 2.329 -2.028 -1.281
H 3.129 -0.469 -1.519
H 2.627 -1.457 1.119
H 1.844 -0.183 1.819
H -0.400 -0.946 0.734
C -2.515 1.056 0.992
C -2.255 -0.430 1.219
C -2.601 -1.291 -0.271
O -1.815 -0.962 -1.312
H -1.854 1.448 0.221
H -3.531 1.214 0.632
H -2.399 1.634 1.909
H -3.048 -0.847 1.844
H -1.416 -0.570 1.913
H -3.639 -0.998 -0.455
H -2.535 -2.348 0.024
H -0.762 -1.130 -0.943
```

The max |F| comes out at 0.0651 Eh/bohr. The multiplicity is 1. The SMILES is CC[C@@](C)(N)O.CCCO. The frontier orbital gap comes out at 9.77 eV. As for the energy above the lowest of the compared OMol25 structures with the same formula, charge and spin: 21.6 kcal/mol.

# 2
Entry from the Open Molecules 2025 dataset: a cluster of 3 separate species, C4H14O2S in total at a distorted geometry (the ωB97M-V functional and the def2-TZVPD basis).

```
21
Properties=species:S:1:pos:R:3
C -0.537 2.860 -1.171
C -0.273 1.562 -0.452
C -0.624 0.401 -1.448
S -0.505 -1.384 -1.110
C 1.284 -1.789 -0.879
H -0.203 2.833 -2.209
H 0.041 3.697 -0.768
H -1.600 3.084 -1.098
H 0.808 1.356 -0.419
H -0.828 1.480 0.479
H -1.660 0.556 -1.765
H 0.092 0.405 -2.266
H 1.789 -1.210 -1.651
H 1.429 -2.833 -1.155
H 1.578 -1.597 0.136
O 1.945 1.141 4.369
H 2.901 1.051 4.175
H 1.699 1.334 3.436
O -2.469 -4.381 0.879
H -1.680 -4.170 1.390
H -3.188 -4.397 1.528
```

The max |F| comes out at 0.0525 Eh/bohr. The multiplicity is 1. The SMILES is CCCSC.O.O. The frontier orbital gap comes out at 8.90 eV. As for the energy above the lowest of the compared OMol25 structures with the same formula, charge and spin: 26.0 kcal/mol.